(1)
ORCA calculation (ωB97M-V with the def2-TZVPD basis set) on a structure of composition C15H20ClN2O9P3Se2V at a distorted geometry.

Geometry as ORCA input:
```
! wB97M-V def2-TZVPD RIJCOSX def2/J DEFGRID3
* xyz -2 2
V -0.07 2.25 0.45
C 1.18 0.17 5.29
O 0.27 0.45 4.24
C 0.75 0.85 3.04
O -0.01 0.86 2.09
N 2.08 1.14 2.99
N 2.51 1.64 1.78
H 0.60 -0.35 6.05
H 1.59 1.09 5.72
H 2.00 -0.46 4.95
H 2.50 1.50 3.83
H 3.28 1.12 1.41
H 2.63 2.65 1.77
Se -1.05 0.43 -0.76
P 0.24 -1.35 -1.14
Se 2.34 -1.59 -0.64
C 0.09 -1.81 -2.92
C -0.86 -1.18 -3.73
C -0.95 -1.48 -5.08
C -0.12 -2.44 -5.64
C 0.82 -3.08 -4.84
C 0.93 -2.76 -3.50
C -0.58 -2.78 -0.32
C 0.01 -4.05 -0.36
C -0.53 -5.11 0.34
C -1.68 -4.93 1.11
C -2.28 -3.68 1.14
C -1.74 -2.62 0.43
H -1.49 -0.43 -3.27
H -1.68 -0.96 -5.69
H -0.19 -2.67 -6.70
H 1.48 -3.82 -5.28
H 1.70 -3.23 -2.89
H 0.92 -4.18 -0.93
H -0.05 -6.08 0.30
H -2.09 -5.75 1.67
H -3.17 -3.53 1.74
H -2.20 -1.63 0.45
O 0.30 5.62 0.56
P -0.14 4.80 1.87
O -0.12 5.68 3.05
O 0.61 3.48 1.94
O -1.72 4.40 1.53
P -2.18 3.70 0.16
O -3.17 4.83 -0.48
O -2.97 2.48 0.44
O -0.98 3.62 -0.77
H 0.07 5.06 -0.22
H -4.03 4.39 -0.53
Cl 2.62 3.58 -0.61
C 1.44 2.26 -0.98
H 2.04 1.36 -1.08
H 1.04 2.51 -1.97
*
```

Calculated values
E_LUMO (alpha / beta) = 4.28 / 4.28 eV
HOMO-LUMO gap (alpha / beta) = 0.1614 / 0.1366 Eh
DFT total energy = -8601.760732 a.u.
<S²> = 0.7587

---

(2)
ORCA calculation (ωB97M-V with the def2-TZVPD basis set) on a structure of composition C15H20CrN2O at a distorted geometry.

Geometry as ORCA input:
```
! wB97M-V def2-TZVPD RIJCOSX def2/J DEFGRID3
* xyz 0 5
C -2.09 -0.78 1.68
C -2.20 1.03 -1.58
H -2.66 -1.56 1.14
H -2.83 -0.06 2.07
H -1.58 -1.24 2.54
H -1.71 1.05 -2.55
H -3.04 0.32 -1.68
H -2.65 2.03 -1.42
C -0.28 -2.68 0.54
C 0.61 -3.75 0.44
C 1.67 -3.67 -0.47
C 1.84 -2.48 -1.18
H -1.10 -2.76 1.24
H 0.45 -4.61 1.09
H 2.37 -4.49 -0.62
H 2.64 -2.33 -1.90
N -0.13 -1.53 -0.14
C 0.98 -1.40 -0.93
C 1.26 -0.06 -1.41
N 0.31 0.86 -1.13
C 0.45 2.11 -1.59
C 2.63 1.64 -2.46
C 1.61 2.55 -2.23
H -0.41 2.76 -1.45
H 1.66 3.59 -2.52
C 2.45 0.32 -2.07
H 3.21 -0.45 -2.23
H 3.56 1.93 -2.95
Cr -1.34 0.24 0.07
C -1.31 2.14 0.92
H -1.96 2.78 0.30
H -0.33 2.64 0.95
H -1.74 2.16 1.93
C -0.35 0.66 3.27
C -0.01 0.56 1.80
O 1.18 0.46 1.52
H -1.37 0.94 3.52
H 0.34 1.39 3.72
H -0.15 -0.31 3.73
*
```

Calculated values
E_LUMO (alpha / beta) = -0.47 / -0.68 eV
HOMO-LUMO gap (alpha / beta) = 0.2064 / 0.2558 Eh
DFT total energy = -1812.592900 a.u.
<S²> = 6.0574

---

(3)
ORCA calculation (ωB97M-V with the def2-TZVPD basis set) on a cluster of 2 separate species, C15H20FN4O3 in total at a distorted geometry.

Geometry as ORCA input:
```
! wB97M-V def2-TZVPD RIJCOSX def2/J DEFGRID3
* xyz -1 1
C -3.24 1.43 2.79
C -4.42 0.79 1.99
C -4.32 1.08 0.47
C -2.89 1.00 -0.05
C -2.40 1.99 -0.95
N -1.19 2.05 -1.44
C -0.43 1.02 -0.98
C 0.94 0.98 -1.40
N 1.39 2.01 -2.26
C 1.80 0.00 -0.99
C 3.25 0.03 -1.47
O 4.19 0.60 -0.54
N 3.60 1.60 0.22
O 4.41 2.33 0.64
C 1.30 -1.05 -0.13
C 2.18 -2.18 0.38
F 3.41 -1.68 0.82
C 2.39 -3.30 -0.68
C 1.85 -4.68 -0.19
C 0.00 -1.03 0.28
C -0.89 0.01 -0.13
N -2.17 -0.02 0.35
H -2.43 0.68 2.79
H -3.49 1.59 3.85
H -2.83 2.32 2.30
H -5.40 1.10 2.40
H -4.36 -0.29 2.18
H -4.77 2.06 0.26
H -4.97 0.36 -0.07
H -3.09 2.80 -1.23
H 1.40 2.90 -1.70
H 0.68 2.12 -2.98
H 3.29 0.64 -2.39
H 3.54 -1.00 -1.72
H 1.67 -2.59 1.27
H 1.92 -3.01 -1.62
H 3.48 -3.35 -0.86
H 1.48 -4.63 0.84
H 2.69 -5.40 -0.19
H 1.09 -5.07 -0.87
H -0.36 -1.80 0.96
O 0.77 3.96 -0.40
H 0.94 3.61 0.48
*
```

Calculated values
E_LUMO = 2.84 eV
HOMO-LUMO gap = 0.2170 Eh
DFT total energy = -1128.096677 a.u.

---

(4)
ORCA calculation (ωB97M-V with the def2-TZVPD basis set) on a structure of composition C15H20GdN9S3 at a distorted geometry.

Geometry as ORCA input:
```
! wB97M-V def2-TZVPD RIJCOSX def2/J DEFGRID3
* xyz 0 8
Gd -0.64 -0.31 0.16
N -2.72 0.08 4.65
C -2.00 0.00 3.51
S -2.84 0.23 2.02
N -0.70 -0.20 3.69
N 0.03 -0.40 2.59
C 1.33 -0.45 2.83
C 2.24 -0.93 1.83
C 3.60 -1.10 2.13
C 4.43 -1.67 1.19
C 3.89 -2.07 -0.03
C 2.55 -1.84 -0.26
N 1.74 -1.27 0.63
H -3.72 0.15 4.59
H -2.27 -0.16 5.51
H 1.70 -0.23 3.83
H 3.98 -0.80 3.10
H 5.48 -1.83 1.41
H 4.50 -2.55 -0.79
H 2.10 -2.12 -1.21
N -2.78 0.30 -1.26
C -2.52 1.55 -1.99
C -2.29 2.68 -1.00
N -1.30 2.33 0.04
C -0.14 3.23 0.11
C 0.94 2.75 -0.84
N 1.42 1.44 -0.38
H -2.90 -0.47 -1.91
H -3.65 0.38 -0.73
H -3.34 1.83 -2.66
H -1.63 1.38 -2.60
H -3.23 2.94 -0.52
H -1.96 3.57 -1.55
H -1.78 2.32 0.94
H 0.26 3.18 1.13
H -0.41 4.27 -0.09
H 1.73 3.50 -0.93
H 0.50 2.61 -1.84
H 2.10 1.57 0.37
H 1.91 0.95 -1.12
S -1.22 -2.79 -0.69
C -0.52 -2.32 -2.21
S 0.09 -0.72 -2.46
C -0.44 -3.25 -3.23
C 0.11 -2.90 -4.49
N 0.56 -2.62 -5.52
C -0.92 -4.58 -3.06
N -1.29 -5.66 -2.93
*
```

Calculated values
E_LUMO (alpha / beta) = -0.07 / -2.94 eV
HOMO-LUMO gap (alpha / beta) = 0.2363 / 0.1662 Eh
DFT total energy = -3036.578293 a.u.
<S²> = 16.1056

---

(5)
ORCA calculation (ωB97M-V with the def2-TZVPD basis set) on a structure of composition C15H20IrNO7S at a distorted geometry.

Geometry as ORCA input:
```
! wB97M-V def2-TZVPD RIJCOSX def2/J DEFGRID3
* xyz 2 1
Ir 0.00 0.14 0.84
C -0.34 -2.61 0.99
C 1.20 -2.51 1.02
O 1.64 -1.12 1.12
C 2.29 -0.81 2.41
C 2.11 0.66 2.68
O 0.68 0.86 2.61
C 0.12 2.19 2.74
C -1.39 2.06 2.60
O -1.73 1.04 1.61
C -2.72 0.04 2.05
C -2.35 -1.31 1.48
O -0.91 -1.45 1.70
H -0.71 -3.51 1.47
H -0.70 -2.56 -0.04
H 1.61 -2.91 0.09
H 1.63 -3.06 1.85
H 3.34 -1.08 2.32
H 1.81 -1.40 3.19
H 2.60 1.27 1.91
H 2.47 0.94 3.67
H 0.53 2.81 1.95
H 0.39 2.59 3.72
H -1.80 3.00 2.26
H -1.86 1.78 3.54
H -3.70 0.37 1.71
H -2.70 0.02 3.14
H -2.54 -1.38 0.41
H -2.86 -2.12 2.01
O 1.21 1.23 -0.49
C 0.54 0.78 -1.50
N -0.49 0.04 -1.12
S -1.30 -0.72 -2.35
O -1.01 -2.12 -2.22
O -2.65 -0.28 -2.38
C -0.28 0.09 -3.57
C -0.39 0.01 -4.93
C 0.54 0.73 -5.69
C 1.52 1.50 -5.09
C 1.61 1.59 -3.70
C 0.71 0.87 -2.95
H -1.15 -0.59 -5.41
H 0.48 0.69 -6.77
H 2.22 2.05 -5.70
H 2.37 2.20 -3.23
*
```

Calculated values
E_LUMO = -6.99 eV
HOMO-LUMO gap = 0.3044 Eh
DFT total energy = -1666.851013 a.u.

---

(6)
ORCA calculation (ωB97M-V with the def2-TZVPD basis set) on a structure of composition C15H20MoN3O9P2SbSe4 at a distorted geometry.

Geometry as ORCA input:
```
! wB97M-V def2-TZVPD RIJCOSX def2/J DEFGRID3
* xyz 0 1
Mo 0.87 -0.09 -1.18
Se -4.67 -0.72 4.52
Sb -2.74 0.62 4.26
Se 0.64 0.77 0.83
Se -0.76 0.46 2.75
Se -2.32 2.12 6.00
O 3.42 0.46 -2.62
P 3.71 0.61 -1.05
O 5.12 0.70 -0.71
O 2.80 -0.46 -0.41
O 2.95 2.07 -0.73
P 1.71 2.77 -1.49
O 2.38 3.42 -2.77
O 0.94 3.69 -0.67
O 0.88 1.57 -2.15
H 4.24 0.53 -3.12
H 2.36 4.38 -2.73
C -7.16 -2.03 0.17
C -5.86 -1.29 0.33
C -5.87 0.05 0.69
C -4.68 0.77 0.82
C -3.48 0.13 0.57
C -3.45 -1.23 0.26
N -2.18 -1.83 0.02
C -1.61 -2.70 0.94
C -2.22 -2.91 2.18
C -1.69 -3.80 3.09
C -0.56 -4.55 2.78
C 0.06 -4.34 1.57
C -0.43 -3.41 0.65
C 0.39 -3.24 -0.57
O 0.95 -4.12 -1.16
O 0.58 -1.95 -1.02
C -4.64 -1.95 0.13
C -4.64 -3.41 -0.21
H -8.01 -1.36 0.34
H -7.23 -2.86 0.88
H -7.25 -2.45 -0.83
H -6.81 0.55 0.87
H -4.70 1.81 1.10
H -2.55 0.69 0.59
H -2.02 -2.05 -0.96
H -3.12 -2.37 2.43
H -2.18 -3.92 4.05
H -0.16 -5.27 3.48
H 0.97 -4.87 1.31
H -3.64 -3.78 -0.43
H -5.28 -3.62 -1.08
H -5.03 -4.00 0.62
N -2.12 -0.83 -2.76
N -0.74 -0.49 -2.93
H -2.54 -1.05 -3.65
H -2.60 -0.03 -2.35
H -0.59 0.25 -3.62
H -0.28 -1.33 -3.29
*
```

Calculated values
E_LUMO (alpha / beta) = -2.71 / -2.83 eV
HOMO-LUMO gap (alpha / beta) = 0.2067 / 0.2024 Eh
DFT total energy = -12022.156698 a.u.

---

(7)
ORCA calculation (ωB97M-V with the def2-TZVPD basis set) on a structure of composition C15H20N13O5PPt at a distorted geometry.

Geometry as ORCA input:
```
! wB97M-V def2-TZVPD RIJCOSX def2/J DEFGRID3
* xyz 0 1
Pt 0.01 -0.28 -0.12
N -2.14 -1.97 1.98
C -1.72 -0.73 2.35
N -2.10 -0.09 3.43
N -1.41 1.08 3.41
N -0.66 1.15 2.37
N -0.83 0.01 1.66
C -1.74 -2.58 0.81
N -2.14 -3.76 0.41
N -1.50 -3.97 -0.77
N -0.75 -2.98 -1.06
N -0.88 -2.06 -0.07
H -2.82 -2.44 2.55
O 3.18 3.15 -4.09
C 2.57 2.47 -3.34
C 2.03 2.92 -1.96
O 2.21 4.03 -1.52
C 1.37 1.74 -1.42
C 1.42 0.68 -2.28
O 0.86 -0.47 -1.96
C 2.18 1.00 -3.49
O 2.48 0.29 -4.42
O 0.81 1.59 -0.23
C 3.99 0.54 2.51
C 2.72 0.74 1.68
P 2.09 -0.77 0.90
C 2.02 -1.97 2.28
C 1.36 -3.31 1.96
C 3.41 -1.33 -0.21
C 3.00 -2.42 -1.22
H 4.31 1.51 2.89
H 4.80 0.12 1.92
H 3.81 -0.11 3.37
H 2.89 1.46 0.89
H 1.91 1.15 2.30
H 1.46 -1.46 3.07
H 3.05 -2.12 2.61
H 0.36 -3.18 1.56
H 1.29 -3.91 2.87
H 1.94 -3.88 1.23
H 4.24 -1.69 0.41
H 3.74 -0.44 -0.75
H 2.81 -3.37 -0.73
H 3.79 -2.57 -1.95
H 2.10 -2.14 -1.76
N -5.44 3.12 -0.02
C -4.28 2.46 0.09
N -3.69 2.41 1.29
N -3.79 1.90 -0.99
C -2.69 1.23 -1.02
N -1.72 0.61 -1.15
H -5.91 3.50 0.78
H -5.91 3.12 -0.91
H -4.06 2.90 2.09
H -2.78 1.98 1.39
*
```

Calculated values
E_LUMO = -1.48 eV
HOMO-LUMO gap = 0.2589 Eh
DFT total energy = -2132.271434 a.u.

---

(8)
ORCA calculation (ωB97M-V with the def2-TZVPD basis set) on the molecule C15H20N2O4.

Geometry as ORCA input:
```
! wB97M-V def2-TZVPD RIJCOSX def2/J DEFGRID3
* xyz 0 1
O -0.25 -1.40 1.61
C -0.07 -1.36 0.41
N 0.92 -1.97 -0.27
C 2.02 -2.65 0.36
C 3.36 -2.00 -0.01
O 3.34 -0.68 0.49
C 4.41 0.13 0.27
C 4.30 1.43 0.78
C 5.33 2.33 0.61
C 6.48 1.96 -0.07
C 6.59 0.67 -0.57
C 5.57 -0.24 -0.41
C -1.00 -0.60 -0.54
O -0.81 -0.58 -1.75
N -1.98 0.02 0.11
C -3.05 0.74 -0.53
C -4.40 0.03 -0.34
C -5.54 0.75 -1.07
C -6.64 0.86 -0.01
C -5.81 0.89 1.27
O -4.74 -0.01 1.04
H 0.94 -1.79 -1.26
H 1.86 -2.58 1.44
H 2.04 -3.70 0.06
H 3.48 -1.99 -1.10
H 4.18 -2.57 0.43
H 3.40 1.69 1.30
H 5.24 3.33 1.00
H 7.29 2.66 -0.20
H 7.49 0.37 -1.10
H 5.68 -1.24 -0.81
H -2.05 -0.16 1.11
H -3.11 1.75 -0.11
H -2.81 0.80 -1.60
H -4.29 -1.01 -0.66
H -5.87 0.20 -1.95
H -5.21 1.74 -1.38
H -7.26 1.74 -0.13
H -7.27 -0.03 -0.02
H -6.34 0.55 2.16
H -5.42 1.90 1.46
*
```

Calculated values
E_LUMO = 0.81 eV
HOMO-LUMO gap = 0.3452 Eh
DFT total energy = -994.085383 a.u.
SMILES string = O=C(NCCOc1ccccc1)C(=O)NC[C@@H]1CCCO1

---

(9)
ORCA calculation (ωB97M-V with the def2-TZVPD basis set) on the molecule C15H20O3 at a distorted geometry.

Geometry as ORCA input:
```
! wB97M-V def2-TZVPD RIJCOSX def2/J DEFGRID3
* xyz 0 1
C -1.99 3.57 3.85
C -1.93 4.12 2.42
C -1.88 2.87 1.50
C -0.46 2.17 1.48
O 0.44 2.72 1.93
C -0.20 0.83 0.71
C 1.04 0.04 1.00
C 0.93 -1.18 0.30
C 0.07 -1.65 -0.67
C 0.38 -2.91 -1.30
C 0.38 -4.06 -0.55
C 1.77 -2.79 -2.14
C 1.56 -1.60 -3.31
C 1.83 -0.37 -2.51
O 0.91 0.60 -2.65
O 2.94 -0.17 -1.73
C -1.00 -0.77 -0.86
C -1.27 0.18 -0.10
H -2.20 4.28 4.60
H -1.33 2.98 4.00
H -2.72 2.89 4.05
H -0.93 4.69 2.15
H -2.69 4.64 1.99
H -2.65 2.11 1.45
H -1.86 3.16 0.39
H 1.43 0.31 1.81
H 1.98 -1.69 0.63
H -0.58 -3.00 -1.99
H 1.47 -4.03 0.22
H -0.33 -4.03 0.09
H 0.70 -4.98 -1.06
H 2.43 -2.66 -1.46
H 1.97 -3.69 -2.77
H 2.42 -1.60 -3.85
H 0.77 -1.48 -3.90
H 2.54 0.70 -1.46
H -1.72 -1.01 -1.75
H -2.18 0.80 -0.50
*
```

Calculated values
E_LUMO = 0.15 eV
HOMO-LUMO gap = 0.3338 Eh
DFT total energy = -808.969491 a.u.
SMILES string = CCCC(=O)c1ccc([C@H](C)CCC(=O)O)cc1

---

(10)
ORCA calculation (ωB97M-V with the def2-TZVPD basis set) on a structure of composition C15H21AsBF2N2O2SV at a distorted geometry.

Geometry as ORCA input:
```
! wB97M-V def2-TZVPD RIJCOSX def2/J DEFGRID3
* xyz 2 1
V -0.90 -0.09 0.01
C -0.21 3.90 -0.31
C -0.62 2.64 0.34
O -0.75 1.52 -0.49
C -0.94 2.39 1.61
C -1.24 0.98 1.92
C -2.40 0.60 2.78
N -0.25 0.08 1.69
N 1.09 0.17 2.03
C 1.95 -0.33 1.25
O 1.57 -0.82 -0.03
C 3.37 -0.39 1.51
C 4.27 -0.81 0.52
C 5.62 -0.84 0.80
C 6.08 -0.46 2.05
C 5.19 -0.05 3.04
C 3.84 -0.01 2.77
H -0.96 4.23 -1.02
H -0.08 4.67 0.45
H 0.73 3.77 -0.84
H -0.99 3.16 2.37
H -2.20 1.00 3.78
H -3.32 1.06 2.42
H -2.51 -0.48 2.85
H 3.91 -1.10 -0.46
H 6.32 -1.16 0.04
H 7.14 -0.49 2.26
H 5.56 0.25 4.01
H 3.14 0.31 3.53
C -2.49 -2.96 -2.81
As -3.02 -1.18 -2.32
C -4.84 -0.98 -2.86
C -1.98 0.13 -3.25
S -3.01 -0.84 -0.15
H -3.19 -3.29 -3.58
H -2.57 -3.61 -1.94
H -1.48 -2.97 -3.20
H -4.88 -1.10 -3.94
H -5.21 0.00 -2.57
H -5.42 -1.76 -2.38
H -2.12 -0.06 -4.32
H -0.92 0.06 -3.02
H -2.37 1.11 -3.00
F 0.43 -2.01 -1.66
B 0.72 -1.81 -0.37
F -0.07 -2.42 0.50
*
```

Calculated values
E_LUMO (alpha / beta) = -7.73 / -7.73 eV
HOMO-LUMO gap (alpha / beta) = 0.2488 / 0.2487 Eh
DFT total energy = -4646.243476 a.u.

---

- Which formula does entry 3 have?
  C15H20FN4O3